# 1
Formula: C6H6
Source: the Open Molecules 2025 dataset
Level of theory: ωB97M-V with the def2-TZVPD basis set

Last column: Löwdin charge in e.
Element x y z (Å)
1 H -2.095 0.845 -0.886  0.01
2 C 1.545 0.075 1.014  -0.15
3 C -1.776 0.801 0.161  0.15
4 H -1.672 -0.228 0.656  0.03
5 C 2.423 -0.550 0.014  -0.22
6 C 2.151 0.969 -0.269  0.07
7 H 1.863 0.644 1.803  0.09
8 H 3.289 -1.240 0.196  0.15
9 C 1.397 -0.396 -0.969  -0.12
10 H -1.779 1.600 0.873  -0.01
11 C 0.644 0.353 0.008  -0.16
12 H 1.201 -0.456 -2.056  0.14

## Properties
**Electronic energy**: -231.86846 hartree
**Spin multiplicity**: 1
**Lowest unoccupied orbital energy (spin up / spin down)**: -0.36 / -0.56 eV
**Highest occupied orbital energy (spin up / spin down)**: -9.1 / -9.0 eV
**Strongest force on any atom**: 4.8 eV/Å
**Energy relative to the best compared isomer or geometry (same formula, charge and spin)**: 224.6 kcal/mol

***

# 2
Formula: C6H6
Source: the Open Molecules 2025 dataset
Level of theory: ωB97M-V with the def2-TZVPD basis set

Last column: Löwdin charge in e.
Element x y z (Å)
1 H 2.456 -0.147 -0.615  0.15
2 C -1.713 -0.215 0.372  -0.21
3 C -0.760 -0.470 -0.876  -0.13
4 H -1.196 -0.383 -1.891  0.12
5 H 1.985 1.073 0.546  0.05
6 C -0.380 -0.583 1.065  -0.17
7 C 1.645 0.675 -0.354  -0.02
8 H -0.034 -0.523 2.027  0.09
9 H 1.397 1.448 -1.053  0.08
10 H -2.334 0.671 0.596  0.15
11 C 0.349 0.025 -0.009  -0.16
12 C -1.415 -1.571 0.193  0.06

## Properties
**Electronic energy**: -231.97757 hartree
**Spin multiplicity**: 1
**Lowest unoccupied orbital energy**: 0.54 eV
**Highest occupied orbital energy**: -8.9 eV
**Strongest force on any atom**: 4.9 eV/Å
**Energy relative to the best compared isomer or geometry (same formula, charge and spin)**: 156.1 kcal/mol

***

# 3
Formula: C6H6
Source: the Open Molecules 2025 dataset
Level of theory: ωB97M-V with the def2-TZVPD basis set

Last column: Löwdin charge in e.
Element x y z (Å)
1 H 1.379 0.996 0.182  0.17
2 C 2.126 -0.088 0.260  0.18
3 H 3.192 -0.071 0.156  0.10
4 H -2.330 -0.556 -0.605  0.09
5 H -0.901 -0.445 1.455  0.15
6 H -1.197 -1.929 -0.569  0.08
7 C -0.532 -0.119 0.473  -0.38
8 C -1.276 -0.841 -0.657  -0.06
9 C -0.052 2.532 0.176  -0.09
10 H -0.884 -0.518 -1.625  0.09
11 C 0.929 -0.321 0.413  0.00
12 C -0.452 1.359 0.341  -0.33

## Properties
**Electronic energy**: -231.91967 hartree
**Spin multiplicity**: 1
**Lowest unoccupied orbital energy**: -0.44 eV
**Highest occupied orbital energy**: -8.5 eV
**Strongest force on any atom**: 0.9 eV/Å
**Energy relative to the best compared isomer or geometry (same formula, charge and spin)**: 192.4 kcal/mol